[1]
{
  "formula": "C31H30Br2CrN4S4Si",
  "method": "ωB97M-V/def2-TZVPD",
  "energy_ha": -9493.2277,
  "de_lowest_kj_mol": 0.0,
  "multiplicity": 4,
  "homo_lumo_gap_ev": [5.095, 4.960],
  "homo_energy_ev": [-3.5985, -3.6061],
  "total_charge": -1,
  "largest_force_ha_per_bohr": 0.0086,
  "e_lumo_ev": [1.50, 1.35],
  "elements": ["Cr", "C", "Si", "C", "N", "C", "C", "C", "C", "C", "C", "C", "C", "C", "C", "C", "C", "C", "C", "C", "C", "C", "H", "H", "H", "H", "H", "H", "H", "H", "H", "H", "H", "H", "H", "H", "H", "H", "H", "H", "H", "H", "H", "H", "H", "H", "Br", "C", "C", "C", "N", "C", "C", "C", "C", "C", "Br", "C", "C", "N", "H", "H", "H", "H", "H", "H", "S", "C", "S", "S", "S", "C", "N"],
  "positions_angstrom": [[-0.7056, -0.6631, -1.1904], [0.9421, -1.2384, 0.0770], [0.7923, -0.2733, 1.6336], [-0.1363, 1.3123, 1.1580], [-1.2001, 1.0944, 0.1338], [-1.3508, 2.3083, -0.7176], [-1.6215, 3.5756, 0.0914], [-2.6791, 3.3346, 1.1813], [-3.4374, 2.0528, 0.8775], [-2.5237, 0.8304, 0.7942], [-0.0213, -1.1357, 3.0933], [-0.8340, -0.4493, 3.9939], [-1.3990, -1.0846, 5.0913], [-1.1468, -2.4280, 5.3148], [-0.3275, -3.1268, 4.4410], [0.2247, -2.4856, 3.3450], [2.4610, 0.3492, 2.3034], [3.3156, 1.0994, 1.4917], [4.5186, 1.6027, 1.9579], [4.9042, 1.3613, 3.2689], [4.0821, 0.6124, 4.0939], [2.8772, 0.1163, 3.6137], [0.9037, -2.3161, 0.2596], [1.9135, -1.0414, -0.3897], [0.6172, 1.9777, 0.7274], [-0.5225, 1.8623, 2.0225], [-2.1515, 2.0919, -1.4249], [-0.4636, 2.4329, -1.3342], [-1.9635, 4.3353, -0.6150], [-0.6996, 3.9603, 0.5324], [-3.3691, 4.1781, 1.2411], [-2.2041, 3.2599, 2.1639], [-3.9742, 2.1586, -0.0681], [-4.1925, 1.8481, 1.6399], [-3.0425, 0.0502, 0.2451], [-2.3097, 0.4317, 1.7867], [-1.0405, 0.6042, 3.8423], [-2.0413, -0.5310, 5.7644], [-1.5924, -2.9300, 6.1639], [-0.1315, -4.1785, 4.6072], [0.8425, -3.0556, 2.6619], [3.0518, 1.2833, 0.4562], [5.1571, 2.1794, 1.3011], [5.8417, 1.7543, 3.6424], [4.3764, 0.4134, 5.1170], [2.2471, -0.4661, 4.2763], [4.2041, 1.8189, -5.1332], [2.8471, 1.1671, -3.9978], [2.6060, 1.7929, -2.7828], [1.6014, 1.2759, -1.9915], [0.8435, 0.2448, -2.3541], [1.1062, -0.3748, -3.5178], [2.1186, 0.0611, -4.3694], [0.3378, -1.6018, -3.7890], [0.4264, -2.2812, -4.9962], [-0.3137, -3.4368, -5.1338], [-0.2539, -4.3880, -6.7582], [-1.1355, -3.8712, -4.1086], [-1.1749, -3.1278, -2.9448], [-0.4348, -2.0325, -2.7788], [3.1834, 2.6429, -2.4532], [1.3885, 1.7132, -1.0302], [2.3185, -0.4428, -5.3000], [1.0171, -1.9080, -5.8152], [-1.7629, -4.7423, -4.2115], [-1.8130, -3.3937, -2.1133], [-3.0569, -0.6075, -5.2871], [-2.3235, 0.2137, -4.0334], [-1.2604, 1.5232, -4.2216], [-2.7776, -0.3004, -2.3688], [-1.7158, -2.2907, 0.3401], [-3.4047, -2.3286, 0.2399], [-4.5580, -2.3934, 0.2433]],
  "atomic_forces_ev_per_a": [[-0.263, 0.126, 0.335], [0.058, -0.083, -0.054], [0.098, -0.018, -0.002], [-0.026, 0.001, 0.053], [0.168, -0.065, -0.189], [-0.026, 0.005, -0.050], [-0.015, 0.026, -0.060], [0.005, 0.046, 0.013], [-0.078, -0.082, 0.049], [-0.025, -0.124, 0.071], [-0.001, 0.022, -0.039], [0.007, 0.045, 0.019], [-0.003, 0.036, -0.011], [-0.039, -0.011, 0.067], [0.010, -0.069, 0.019], [0.005, -0.021, -0.035], [-0.094, 0.082, 0.012], [0.008, -0.042, -0.106], [0.034, 0.007, 0.032], [0.069, 0.037, 0.014], [0.013, -0.023, 0.044], [-0.075, -0.053, 0.070], [0.009, -0.033, 0.034], [-0.029, 0.028, -0.025], [0.043, 0.009, 0.007], [-0.026, 0.017, -0.029], [0.049, 0.069, 0.071], [-0.062, 0.009, 0.016], [-0.008, -0.006, -0.004], [0.025, 0.010, 0.011], [-0.002, 0.007, 0.006], [0.006, -0.024, 0.008], [0.002, 0.010, -0.016], [0.002, 0.008, -0.012], [-0.013, 0.144, 0.036], [-0.026, -0.011, 0.002], [-0.012, 0.022, -0.012], [-0.008, 0.006, 0.019], [-0.006, -0.018, 0.017], [0.004, -0.017, -0.001], [0.032, -0.010, -0.051], [-0.037, 0.014, -0.051], [0.021, 0.019, -0.026], [0.008, -0.003, 0.001], [0.006, -0.001, 0.013], [-0.012, 0.011, 0.011], [0.026, 0.008, -0.014], [-0.020, 0.081, 0.097], [-0.019, -0.093, -0.071], [0.004, -0.072, -0.236], [-0.020, -0.345, -0.121], [0.201, 0.262, 0.195], [-0.089, 0.030, 0.175], [-0.188, -0.109, 0.066], [-0.165, -0.093, 0.149], [-0.109, 0.065, 0.038], [0.007, -0.032, -0.032], [-0.014, 0.039, 0.015], [0.052, -0.013, -0.097], [0.322, 0.218, -0.019], [0.014, 0.020, -0.018], [0.007, 0.019, 0.012], [0.029, 0.003, -0.013], [0.006, 0.012, -0.030], [0.017, -0.044, -0.028], [-0.006, -0.005, -0.048], [0.080, -0.203, -0.097], [-0.147, 0.069, 0.259], [0.008, 0.048, -0.124], [0.184, 0.093, -0.128], [-0.094, -0.042, -0.194], [0.290, -0.035, -0.027], [-0.174, 0.017, 0.015]],
  "mulliken_charge": [-0.056, -0.999, -0.744, -0.820, 2.081, -1.037, -0.911, -0.709, -1.013, -0.676, 0.498, -0.031, -0.782, -0.496, -0.694, -0.156, 0.484, -0.203, -0.810, -0.485, -0.717, -0.462, 0.667, 0.590, 0.724, 0.187, 0.457, 0.227, 0.551, 0.211, 0.476, 0.231, 0.369, 0.479, -0.275, 0.377, 0.255, 0.392, 0.367, 0.391, 0.297, 0.177, 0.417, 0.362, 0.398, 0.313, -0.198, -0.443, -1.451, -0.910, 1.944, 0.250, -1.235, 1.250, -1.237, 0.002, -0.195, -0.899, -0.186, 0.842, 0.490, 0.478, 0.483, 0.508, 0.443, 0.335, -0.326, 0.294, -0.425, -0.433, -0.149, 0.611, -0.744]
}


[2]
{
  "formula": "C11H25BF3NO8Si2",
  "method": "ωB97M-V/def2-TZVPD",
  "energy_ha": -1994.3118,
  "homo_lumo_gap_ev": 9.366,
  "homo_energy_ev": -9.6390,
  "largest_force_ha_per_bohr": 0.0131,
  "e_lumo_ev": -0.27,
  "elements": ["C", "C", "B", "O", "Si", "O", "Si", "O", "N", "O", "C", "F", "F", "F", "H", "H", "H", "H", "H", "H", "H", "H", "H", "O", "C", "O", "C", "C", "C", "H", "H", "H", "H", "H", "H", "H", "H", "O", "C", "O", "C", "C", "C", "H", "H", "H", "H", "H", "H", "H", "H"],
  "positions_angstrom": [[-3.1843, -3.3839, -0.0418], [-1.6769, -3.4405, -0.3497], [-0.8643, -2.1107, -0.3138], [0.4567, -2.0993, -0.7414], [-1.5978, -0.3258, 0.3701], [-0.4683, 0.4042, 1.3301], [-0.7228, 0.9963, 2.8452], [-0.9010, -0.3243, 3.8725], [-2.1237, -1.0435, 4.0690], [-3.0492, -0.3512, 4.1880], [-2.0393, 0.9210, -1.0383], [-1.0263, 1.1467, -1.9164], [-2.3989, 2.1254, -0.5501], [-3.0860, 0.4684, -1.7848], [-3.6827, -4.3344, -0.2918], [-3.3679, -3.1916, 1.0288], [-3.6896, -2.5929, -0.6165], [-1.4851, -3.9248, -1.3278], [-1.1653, -4.0995, 0.3836], [1.1203, -2.1419, -0.0394], [-2.8677, -0.4521, 1.1250], [0.4705, 1.6960, 3.2961], [-1.9346, 1.8330, 2.8396], [-1.8515, -0.7038, -6.6207], [-1.6878, 0.4660, -6.4089], [-0.9229, 1.1683, -7.2768], [-0.7311, 2.5824, -7.1667], [0.3515, 2.9400, -6.1707], [-2.2551, 1.1483, -5.1860], [-1.6740, 3.0806, -6.9398], [-0.4407, 2.8868, -8.1711], [0.0871, 2.6309, -5.1592], [0.5130, 4.0185, -6.1655], [1.2860, 2.4504, -6.4434], [-1.5822, 0.9603, -4.3503], [-3.2106, 0.6828, -4.9602], [-2.3926, 2.2207, -5.2824], [2.9938, 1.9971, 3.5040], [3.4518, 1.0004, 3.9909], [2.6102, 0.1898, 4.6706], [3.0087, -1.0764, 5.2075], [3.6820, -0.9413, 6.5561], [4.9211, 0.6609, 3.9024], [3.6308, -1.6159, 4.4922], [2.0729, -1.6253, 5.3005], [4.6140, -0.3797, 6.4877], [3.9084, -1.9283, 6.9605], [3.0224, -0.4243, 7.2523], [5.4391, 1.2146, 4.6858], [5.2854, 1.0152, 2.9421], [5.1546, -0.3935, 4.0129]],
  "atomic_forces_ev_per_a": [[-0.106, -0.115, 0.069], [-0.166, -0.289, -0.137], [0.258, 0.106, -0.200], [-0.146, -0.394, 0.528], [0.054, -0.312, 0.014], [-0.226, 0.027, 0.003], [0.201, 0.329, -0.031], [-0.167, -0.306, 0.040], [0.122, 0.270, 0.105], [0.000, -0.100, -0.045], [0.005, -0.055, -0.255], [-0.098, -0.027, 0.176], [-0.026, 0.042, -0.045], [0.135, 0.060, 0.145], [0.190, 0.333, 0.106], [0.058, -0.004, -0.396], [0.145, -0.199, 0.147], [-0.036, 0.166, 0.313], [-0.121, 0.143, -0.253], [-0.047, 0.325, -0.340], [-0.031, 0.121, 0.000], [0.048, -0.021, 0.052], [-0.054, -0.103, 0.012], [-0.040, 0.035, 0.030], [0.111, -0.039, 0.020], [-0.084, 0.009, 0.000], [0.033, 0.026, -0.007], [0.008, -0.058, 0.019], [-0.083, -0.002, -0.115], [-0.016, -0.003, 0.005], [0.011, 0.009, 0.010], [-0.011, 0.022, -0.007], [0.003, 0.009, -0.008], [0.007, 0.008, 0.004], [0.006, -0.001, 0.010], [0.026, -0.042, 0.034], [0.018, 0.015, 0.008], [0.155, 0.038, -0.024], [-0.137, 0.003, 0.062], [0.042, -0.017, -0.071], [-0.020, -0.043, 0.029], [-0.001, 0.061, -0.003], [-0.047, -0.027, -0.055], [0.008, 0.005, -0.008], [0.007, -0.004, 0.011], [0.003, -0.022, -0.008], [-0.006, -0.009, 0.004], [0.003, -0.005, 0.009], [0.009, 0.001, 0.010], [0.003, 0.042, 0.013], [-0.002, -0.005, 0.019]],
  "nbo_charge": [-0.604, -0.817, 0.675, -0.931, 1.203, -1.238, 1.625, -0.770, 0.410, -0.244, 0.657, -0.345, -0.335, -0.347, 0.215, 0.207, 0.207, 0.253, 0.244, 0.517, -0.196, -0.169, -0.221, -0.573, 0.796, -0.508, -0.069, -0.638, -0.748, 0.173, 0.196, 0.212, 0.217, 0.220, 0.254, 0.249, 0.216, -0.572, 0.798, -0.509, -0.070, -0.637, -0.744, 0.172, 0.203, 0.207, 0.220, 0.222, 0.247, 0.250, 0.218]
}


[3]
{
  "formula": "C4HF5OS2",
  "method": "ωB97M-V/def2-TZVPD",
  "energy_ha": -1523.9447,
  "de_lowest_kj_mol": 0.0,
  "smiles": "F/C(S)=C(\\F)C(F)(F)F.O=C=S",
  "homo_lumo_gap_ev": 9.814,
  "homo_energy_ev": -9.5710,
  "largest_force_ha_per_bohr": 0.0856,
  "e_lumo_ev": 0.24,
  "elements": ["C", "C", "C", "C", "O", "F", "F", "F", "F", "F", "S", "S", "H"],
  "positions_angstrom": [[2.0217, -1.0269, 2.1645], [-0.0170, 0.4424, -1.4771], [-0.9701, -0.2944, -0.8530], [-1.6135, 0.1275, 0.3790], [2.1299, -0.7964, 3.3196], [0.5413, -0.0322, -2.6129], [-1.3810, -1.4702, -1.4434], [-1.9130, 1.4427, 0.4436], [-2.7023, -0.6439, 0.6084], [-0.7439, -0.1421, 1.4093], [0.7258, 1.8549, -0.8777], [2.1556, -1.4190, 0.6914], [1.7664, 1.9577, -1.7515]],
  "atomic_forces_ev_per_a": [[1.273, 0.534, 4.179], [-0.349, -1.995, -0.421], [1.085, -0.026, -3.353], [-0.307, -1.080, 1.888], [-0.911, -0.298, -2.691], [-0.501, 0.050, 0.525], [0.322, 1.361, 0.891], [-0.023, -0.941, -0.034], [0.360, 1.052, -0.109], [-0.668, 0.591, 0.004], [0.589, 1.534, 0.471], [-0.254, -0.306, -1.524], [-0.616, -0.475, 0.173]],
  "nbo_charge": [0.415, 0.212, 0.143, 0.929, -0.459, -0.302, -0.290, -0.300, -0.299, -0.331, 0.070, 0.041, 0.171]
}